[1]
Here is C10H15AlClI2N2O2P as an isolated structure from OMol25. Energies are from wB97M-V/def2-TZVPD.

Last column: Mulliken charge in e.
Cartesian coordinates (Å):
O1 -0.987 -0.723 6.162  -0.570
C1 -0.647 -0.795 1.963  0.162
H1 0.654 -2.344 -4.208  0.361
N1 0.722 0.748 6.365  -0.304
H2 2.235 -1.588 -3.755  0.349
H3 -1.832 -0.967 -3.807  0.355
H4 1.387 -1.087 -5.259  0.469
N2 0.344 -0.115 1.333  0.183
H5 1.949 1.216 1.574  0.473
Cl1 2.701 -0.267 -0.715  -0.197
C2 1.254 -1.426 -4.222  -1.119
H6 0.475 2.247 -3.886  0.360
P1 0.378 -0.116 -3.299  0.154
H7 -1.700 -1.226 3.790  0.473
C3 -0.144 -0.013 5.620  0.299
Al1 0.570 -0.141 -0.677  0.831
O2 -4.815 -0.127 -0.051  -0.089
H8 1.702 1.411 4.020  0.306
C4 0.024 0.037 4.120  0.868
C5 -1.258 -0.086 -4.110  -1.079
C6 -3.846 -0.455 -0.549  0.083
C7 -0.860 -0.705 3.328  -0.889
H9 -1.795 0.822 -3.829  0.413
H10 -1.284 -1.438 1.349  0.216
H11 -1.119 -0.108 -5.194  0.384
I1 -1.428 1.583 -1.073  0.224
C8 1.162 0.669 2.086  -0.452
C9 1.023 0.769 3.463  -0.707
C10 1.151 1.390 -3.997  -1.104
H12 2.104 1.583 -3.485  0.346
I2 -1.390 -2.153 -1.363  0.321
H13 1.331 1.466 6.002  0.155
H14 1.342 1.222 -5.065  0.463
H15 0.597 0.717 7.366  0.261

## Properties
Kohn-Sham gap (alpha / beta) = 0.1676 / 0.1508 Ha
Relative energy (zero: lowest compared OMol25 entry of this formula, charge and spin) = 0.0 kcal per mole
Total charge = +2
Largest force on an atom = 2.60 eV/Å

---

[2]
Here is one molecule with the formula C4H9NS from OMol25. Energies are from wB97M-V/def2-TZVPD.

Last column: Mulliken charge in e.
Cartesian coordinates (Å):
C1 0.313 0.838 0.516  0.242
C2 -0.879 -2.428 -0.779  -1.046
H1 1.094 0.430 1.185  0.379
H2 -0.154 -3.123 -1.202  0.300
H3 -1.466 -1.975 -1.571  0.273
H4 1.325 2.716 0.169  0.416
S1 -0.985 1.559 1.633  -0.261
H5 1.616 1.473 -1.059  0.328
H6 -0.217 2.550 2.082  0.109
C3 0.867 1.912 -0.403  -1.280
N1 -0.344 -0.160 -0.251  -0.470
C4 -0.180 -1.379 0.002  0.080
H7 0.484 -1.732 0.807  0.321
H8 0.061 2.313 -1.012  0.317
H9 -1.534 -2.994 -0.117  0.292

## Properties
Kohn-Sham gap = 0.3683 Ha
Structure (SMILES) = C/C=N/[C@@H](C)S
Relative energy (zero: lowest compared OMol25 entry of this formula, charge and spin) = 15.5 kcal per mole
Total charge = 0
Largest force on an atom = 1.03 eV/Å

---

[3]
Here is C3H6N2O2 as an isolated structure from OMol25. Energies are from wB97M-V/def2-TZVPD.

Last column: Mulliken charge in e.
Cartesian coordinates (Å):
H1 -1.215 -2.513 -0.097  0.238
N1 -1.062 -1.554 -0.373  -0.435
C1 0.050 -0.898 0.016  0.914
H2 -1.588 0.965 1.117  0.164
C2 1.287 -0.511 -0.589  -0.532
H3 1.907 0.251 -0.146  0.286
H4 1.429 -0.744 -1.645  0.255
H5 -0.283 2.747 1.143  0.311
H6 -1.820 -0.938 -0.594  0.251
C3 -0.004 1.912 0.459  0.021
N2 -0.795 0.813 0.486  -0.413
O1 1.079 -1.643 0.449  -0.442
O2 0.997 2.046 -0.240  -0.617

## Properties
Kohn-Sham gap = 0.3579 Ha
Relative energy (zero: lowest compared OMol25 entry of this formula, charge and spin) = 106.9 kcal per mole
Total charge = 0
Largest force on an atom = 1.05 eV/Å

---

[4]
Here is an isolated ion of composition C2H6BO2 and charge -1 from OMol25. Energies are from wB97M-V/def2-TZVPD.

Last column: Mulliken charge in e.
Cartesian coordinates (Å):
C1 -1.126 0.549 -0.335  0.326
H1 0.381 0.968 1.422  0.144
H2 0.981 1.602 -0.312  0.175
C2 0.415 0.730 0.265  -0.369
O1 -1.294 0.726 -1.647  -0.574
H3 1.672 -0.605 -1.103  -0.186
H4 -2.314 -0.836 0.436  0.334
B1 1.171 -0.737 -0.029  0.023
O2 -2.186 0.153 0.627  -0.467
H5 1.947 -0.966 0.827  -0.200
H6 0.354 -1.585 -0.148  -0.206

## Properties
Kohn-Sham gap = 0.3204 Ha
Relative energy (zero: lowest compared OMol25 entry of this formula, charge and spin) = 41.8 kcal per mole
Total charge = -1
Largest force on an atom = 7.81 eV/Å

---

[5]
Here is C4H8O2 as an isolated structure from OMol25. Energies are from wB97M-V/def2-TZVPD.

Last column: Mulliken charge in e.
Cartesian coordinates (Å):
C1 1.557 0.634 0.089  -1.116
H1 2.344 0.408 0.807  0.340
H2 -1.553 1.321 -0.733  0.324
C2 -1.185 -0.498 0.760  -0.629
C3 -0.656 -0.366 -0.719  -0.043
O1 -0.156 -1.232 1.326  -0.522
H3 2.025 0.980 -0.850  0.318
H4 1.190 -1.528 -0.266  0.418
H5 -2.207 -0.882 0.869  0.352
H6 -0.977 -1.171 -1.391  0.339
O2 -0.893 0.897 -1.300  -0.545
H7 0.946 1.472 0.434  0.269
H8 -1.137 0.555 1.086  0.288
C4 0.702 -0.589 -0.110  0.207

## Properties
Kohn-Sham gap = 0.3791 Ha
Relative energy (zero: lowest compared OMol25 entry of this formula, charge and spin) = 73.1 kcal per mole
Total charge = 0
Largest force on an atom = 3.31 eV/Å

---

[6]
Here is BrCdINO3 as an isolated structure from OMol25. Energies are from wB97M-V/def2-TZVPD.

Last column: Mulliken charge in e.
Cartesian coordinates (Å):
Br1 2.954 -2.798 1.263  -0.496
Cd1 0.883 -1.345 0.670  0.796
O1 -1.838 1.437 -1.412  -0.581
N1 -1.529 0.847 -0.377  0.999
O2 -1.103 -0.348 -0.451  -0.616
I1 2.288 0.827 -0.425  -0.493
O3 -1.655 1.380 0.731  -0.609

## Properties
Kohn-Sham gap = 0.2570 Ha
Relative energy (zero: lowest compared OMol25 entry of this formula, charge and spin) = 20.6 kcal per mole
Total charge = -1
Largest force on an atom = 1.76 eV/Å

---

[7]
Here is a 2-piece molecular cluster, C3H11NOS2 overall from OMol25. Energies are from wB97M-V/def2-TZVPD.

Last column: Mulliken charge in e.
Cartesian coordinates (Å):
O1 -1.850 -1.121 -3.678  -0.626
H1 -1.229 -1.334 0.958  0.470
H2 1.188 1.403 -0.330  0.309
H3 -2.228 -1.070 -4.558  0.313
H4 1.197 -1.220 1.250  0.301
C1 -0.698 -0.399 0.783  -0.590
S1 -0.981 0.666 2.256  -0.061
H5 -1.155 0.106 -0.074  0.294
H6 -3.598 0.039 1.826  0.142
H7 -2.308 -0.391 -3.228  0.312
C2 1.582 0.730 0.447  -0.457
H8 1.464 1.311 1.371  0.345
H9 3.438 -0.011 0.859  0.215
H10 3.501 1.288 -0.048  0.239
H11 0.917 -1.111 -0.451  0.294
S2 -2.980 1.228 2.068  -0.237
N1 2.960 0.434 0.076  -0.619
C3 0.782 -0.548 0.473  -0.643

## Properties
Kohn-Sham gap = 0.3300 Ha
Structure (SMILES) = NCCCSS.O
Relative energy (zero: lowest compared OMol25 entry of this formula, charge and spin) = 8.4 kcal per mole
Total charge = 0
Largest force on an atom = 1.72 eV/Å